The following is a DFT calculation (ωB97M-V/def2-TZVPD) of a 4-piece molecular cluster, C50H36BrINO10 overall in a non-equilibrium geometry.

Each atom is followed by the atoms it is bonded to, with distances in Å.
CARTESIAN COORDINATES (ANGSTROEM)
1 C -7.10931 -5.54097 -4.62405  C2 1.530, H16 1.089, H17 1.085, H18 1.086
2 C -7.06594 -4.08622 -5.09639  C1 1.530, C3 1.530, H19 1.088, H20 1.088
3 C -5.70859 -3.70552 -5.69007  C2 1.530, C4 1.516, H21 1.090, H22 1.087
4 C -5.35900 -2.25686 -5.40986  C3 1.516, O5 1.414, H23 1.091, H24 1.091
5 O -5.30670 -2.10391 -4.00555  C4 1.414, C6 1.384
6 C -4.83532 -0.88766 -3.54278  O5 1.384, C7 1.537, N11 1.481, C13 1.560
7 C -5.54709 0.33316 -4.14715  C6 1.537, C8 1.501, H25 1.086, H26 1.087
8 C -7.04605 0.25876 -4.15212  C7 1.501, O9 1.178, I10 2.156
9 O -7.68043 0.27876 -5.14449  C8 1.178
10 I -8.12251 0.17233 -2.28657  C8 2.156
11 N -3.41063 -0.67010 -3.88377  C6 1.481, Br12 1.876, H27 1.018
12 Br -2.36305 -2.17334 -3.48278  N11 1.876
13 C -4.96214 -0.83466 -1.98847  C6 1.560, O14 1.260, O15 1.254
14 O -4.60346 0.27403 -1.50936  C13 1.260
15 O -5.34547 -1.86236 -1.38007  C13 1.254
16 H -6.65989 -6.17798 -5.38446  C1 1.089
17 H -8.13062 -5.85358 -4.43382  C1 1.085
18 H -6.51369 -5.63011 -3.72094  C1 1.086
19 H -7.25680 -3.45961 -4.22749  C2 1.088
20 H -7.87243 -3.87791 -5.79648  C2 1.088
21 H -5.77667 -3.82660 -6.77092  C3 1.090
22 H -4.92175 -4.34238 -5.29347  C3 1.087
23 H -6.12052 -1.62963 -5.87611  C4 1.091
24 H -4.39523 -2.03138 -5.86881  C4 1.091
25 H -5.18648 1.20611 -3.61205  C7 1.086
26 H -5.25891 0.42776 -5.19126  C7 1.087
27 H -3.10771 0.05505 -3.23670  N11 1.018
28 C -4.29354 -3.26580 1.64894  C29 1.390, C33 1.386, H44 1.081
29 C -4.32825 -1.89521 1.42276  C28 1.390, C30 1.383, H45 1.079
30 C -3.16204 -1.15544 1.48817  C29 1.383, C31 1.388, H46 1.080
31 C -1.95983 -1.77785 1.79305  C30 1.388, C32 1.401, C42 1.480
32 C -1.92803 -3.15336 2.05504  C31 1.401, C33 1.389, C34 1.483
33 C -3.10054 -3.89304 1.97157  C28 1.386, C32 1.389, H47 1.081
34 C -0.66188 -3.82931 2.42921  C32 1.483, O35 1.215, C36 1.496
35 O -0.61433 -5.02185 2.65884  C34 1.215
36 C 0.57658 -2.99504 2.52726  C34 1.496, C37 1.389, C41 1.395
37 C 1.76632 -3.59086 2.92549  C36 1.389, C38 1.385, H48 1.081
38 C 2.92491 -2.83717 3.00733  C37 1.385, C39 1.391, H49 1.083
39 C 2.90293 -1.48515 2.68072  C38 1.391, C40 1.384, H50 1.082
40 C 1.71950 -0.88552 2.28726  C39 1.384, C41 1.389, H51 1.081
41 C 0.55205 -1.63486 2.21805  C36 1.395, C40 1.389, C42 1.492
42 C -0.72212 -0.96670 1.82263  C31 1.480, C41 1.492, O43 1.216
43 O -0.73853 0.21233 1.52563  C42 1.216
44 H -5.20368 -3.84470 1.57321  C28 1.081
45 H -5.25827 -1.40853 1.17121  C29 1.079
46 H -3.18435 -0.09321 1.29326  C30 1.080
47 H -3.07167 -4.95809 2.15452  C33 1.081
48 H 1.77613 -4.64360 3.17147  C37 1.081
49 H 3.84965 -3.30212 3.32444  C38 1.083
50 H 3.81060 -0.89840 2.74066  C39 1.082
51 H 1.69251 0.16626 2.03730  C40 1.081
52 C 3.06621 -0.63112 6.33486  C53 1.391, C57 1.384, H68 1.082
53 C 2.51560 0.62981 6.13215  C52 1.391, C54 1.384, H69 1.082
54 C 3.32391 1.75316 6.15617  C53 1.384, C55 1.389, H70 1.081
55 C 4.68645 1.62212 6.39244  C54 1.389, C56 1.398, C66 1.490
56 C 5.23640 0.35669 6.61431  C55 1.398, C57 1.389, C58 1.489
57 C 4.42227 -0.76798 6.57513  C52 1.384, C56 1.389, H71 1.081
58 C 6.68703 0.19200 6.90936  C56 1.489, O59 1.213, C60 1.492
59 O 7.16923 -0.90550 7.09613  C58 1.213
60 C 7.53251 1.41898 6.97586  C58 1.492, C61 1.389, C65 1.396
61 C 8.87760 1.29698 7.29957  C60 1.389, C62 1.384, H72 1.081
62 C 9.68005 2.42305 7.35356  C61 1.384, C63 1.391, H73 1.082
63 C 9.14417 3.67659 7.07692  C62 1.391, C64 1.384, H74 1.082
64 C 7.80356 3.80438 6.75822  C63 1.384, C65 1.389, H75 1.081
65 C 6.99146 2.67874 6.71389  C60 1.396, C64 1.389, C66 1.492
66 C 5.54249 2.84110 6.39739  C55 1.490, C65 1.492, O67 1.213
67 O 5.07842 3.93509 6.15625  C66 1.213
68 H 2.43319 -1.50801 6.30389  C52 1.082
69 H 1.45410 0.73355 5.95124  C53 1.082
70 H 2.90368 2.73557 5.99299  C54 1.081
71 H 4.85596 -1.74513 6.73542  C57 1.081
72 H 9.28764 0.31910 7.50945  C61 1.081
73 H 10.72676 2.32651 7.60984  C62 1.082
74 H 9.77485 4.55492 7.11336  C63 1.082
75 H 7.37858 4.77517 6.54524  C64 1.081
76 C -0.69990 2.20673 -0.91316  C77 1.391, C81 1.385, H92 1.082
77 C -1.64780 3.05582 -1.47518  C76 1.391, C78 1.385, H93 1.081
78 C -1.40232 3.66945 -2.69197  C77 1.385, C79 1.389, H94 1.081
79 C -0.20091 3.44589 -3.35230  C78 1.389, C80 1.399, C90 1.486
80 C 0.76139 2.60630 -2.78011  C79 1.399, C81 1.389, C82 1.487
81 C 0.50066 1.98327 -1.56653  C76 1.385, C80 1.389, H95 1.081
82 C 2.07227 2.38045 -3.44466  C80 1.487, O83 1.214, C84 1.494
83 O 2.91349 1.65246 -2.95899  C82 1.214
84 C 2.33647 3.08667 -4.73396  C82 1.494, C85 1.389, C89 1.395
85 C 3.57198 2.93270 -5.34946  C84 1.389, C86 1.384, H96 1.081
86 C 3.83045 3.56921 -6.55064  C85 1.384, C87 1.391, H97 1.082
87 C 2.85207 4.35791 -7.14727  C86 1.391, C88 1.384, H98 1.082
88 C 1.62113 4.51820 -6.53563  C87 1.384, C89 1.389, H99 1.081
89 C 1.36123 3.89023 -5.32436  C84 1.395, C88 1.389, C90 1.494
90 C 0.03720 4.10005 -4.66560  C79 1.486, C89 1.494, O91 1.214
91 O -0.80960 4.79144 -5.19351  C90 1.214
92 H -0.89402 1.71579 0.03151  C76 1.082
93 H -2.58483 3.22984 -0.96409  C77 1.081
94 H -2.14006 4.32274 -3.13611  C78 1.081
95 H 1.24181 1.32467 -1.13541  C81 1.081
96 H 4.32510 2.31457 -4.88118  C85 1.081
97 H 4.79507 3.45059 -7.02664  C86 1.082
98 H 3.05331 4.84965 -8.09006  C87 1.082
99 H 0.85600 5.13164 -6.99034  C88 1.081

The value obtained for the lowest unoccupied orbital energy is 0.08 eV. As for the net charge: -1. The calculation puts the energy at -152545.903 eV. For the HOMO energy, the calculation gives -5.30 eV. The value obtained for the HOMO-LUMO gap is 0.1975 Eh.

---

The following is a DFT calculation (ωB97M-V/def2-TZVPD) of a 2-piece molecular cluster, C5H11O3 overall in a non-equilibrium geometry.

Each atom is followed by the atoms it is bonded to, with distances in Å.
CARTESIAN COORDINATES (ANGSTROEM)
1 O 0.91105 0.61569 -2.40325  C2 1.261
2 C 0.48717 1.27805 -1.41747  O1 1.261, O3 1.246, C4 1.551
3 O 0.80676 2.44324 -1.11390  C2 1.246
4 C -0.48184 0.54000 -0.45770  C2 1.551, C5 1.520, H8 1.101, H9 1.098
5 C -0.16041 -0.94122 -0.34667  C4 1.520, C6 1.540, H10 1.098, H11 1.093
6 C 1.07867 -1.23934 0.51875  C5 1.540, C7 1.534, H12 1.086, H13 1.095
7 C 0.81688 -2.19056 1.69313  C6 1.534, H14 1.097, H15 1.088, H16 1.095
8 H -0.36468 1.07765 0.49569  C4 1.101
9 H -1.52518 0.82260 -0.65135  C4 1.098
10 H -1.02772 -1.52454 -0.00902  C5 1.098
11 H 0.12978 -1.21353 -1.36438  C5 1.093
12 H 1.88187 -1.60561 -0.11417  C6 1.086
13 H 1.31186 -0.27123 0.97400  C6 1.095
14 H 0.18459 -1.64249 2.40238  C7 1.097
15 H 1.71132 -2.49733 2.23179  C7 1.088
16 H 0.26995 -3.10229 1.43295  C7 1.095
17 H -2.73685 0.03258 1.38312  O19 0.962
18 H -2.19020 -0.42395 2.70354  O19 0.958
19 O -2.83873 0.17320 2.32927  H17 0.962, H18 0.958

The value obtained for the lowest unoccupied orbital energy is 3.40 eV. As for the net charge: -1. The calculation puts the energy at -11507.305 eV. For the HOMO energy, the calculation gives -3.99 eV. The value obtained for the relative energy (zero: lowest compared OMol25 entry of this formula, charge and spin) is 73.6 kJ/mol. The value obtained for the HOMO-LUMO gap is 0.2716 Eh.